# 1
The following is a quantum chemistry calculation of C44H66BGe2N8RbS3 as an isolated structure in a non-equilibrium geometry, from OMol25.

Last column: Löwdin charge in e.
Cartesian coordinates (Å):
Rb -0.4395 1.3147 2.0368  0.465
C 0.2422 4.1554 -2.2221  -0.059
C 0.3165 2.6763 -2.4088  -0.249
C 1.2069 2.1053 -3.2528  0.061
C 1.2773 0.6891 -3.3851  -0.215
N 0.4466 -0.0725 -2.7465  0.177
N -0.4777 0.4911 -1.9381  0.049
B -1.4081 -0.5515 -1.3197  -0.668
N -2.8726 -0.2243 -1.3426  -0.003
N -3.1465 0.3113 -2.5623  0.162
C -4.3593 0.6462 -2.8358  -0.215
C -5.4053 0.4382 -1.8819  0.065
C -5.1408 -0.0903 -0.6690  -0.241
C -6.2092 -0.3049 0.3524  -0.066
C -3.7669 -0.4428 -0.3472  -0.669
S -3.3167 -1.0137 1.1574  0.713
C -4.6380 1.2672 -4.1941  -0.546
C -5.5188 0.3071 -5.0022  -0.033
C -3.3337 1.5271 -4.9457  -0.049
C -5.3705 2.6009 -3.9815  -0.035
N -0.7548 -1.5829 -0.3753  0.140
N -1.0318 -2.0211 -1.6157  0.211
C -0.8522 -3.2234 -2.0536  -0.128
C -0.2282 -4.1027 -1.1222  0.078
C 0.1205 -3.6967 0.1261  -0.210
C 0.7839 -4.6280 1.0831  -0.055
C -0.1749 -2.3342 0.5788  -0.703
S 0.1354 -1.8153 2.1259  0.646
C -1.3171 -3.6234 -3.4336  -0.523
C -1.9349 -2.4289 -4.1582  -0.034
C -0.1260 -4.1654 -4.2319  -0.019
C -2.3763 -4.7237 -3.2587  -0.022
C -0.5754 1.8160 -1.6644  -0.646
S -1.6762 2.4351 -0.5515  0.636
C 2.2792 -0.0076 -4.3030  -0.539
C 2.8058 -1.2814 -3.6361  -0.043
C 3.4653 0.9077 -4.6198  -0.052
C 1.5492 -0.3650 -5.6050  -0.027
H 1.0238 4.6537 -2.7930  0.087
H 0.3331 4.4071 -1.1651  0.069
H -0.7329 4.5298 -2.5396  0.088
H 1.8805 2.7314 -3.8214  0.122
H -6.4212 0.7111 -2.1386  0.125
H -7.1821 -0.0287 -0.0502  0.084
H -6.0034 0.2866 1.2453  0.083
H -6.2265 -1.3462 0.6752  0.081
H -4.9975 -0.6349 -5.1864  0.085
H -5.7709 0.7518 -5.9663  0.093
H -6.4532 0.0825 -4.4841  0.083
H -2.7798 0.6032 -5.1177  0.074
H -2.6887 2.2048 -4.3819  0.082
H -3.5610 1.9831 -5.9102  0.090
H -6.3866 2.4567 -3.6109  0.081
H -5.4385 3.1382 -4.9284  0.090
H -4.8322 3.2314 -3.2707  0.094
H -0.0299 -5.1225 -1.4245  0.130
H 0.9959 -5.5862 0.6137  0.087
H 0.1467 -4.7769 1.9568  0.092
H 1.7058 -4.1848 1.4635  0.079
H -1.2352 -1.5939 -4.2292  0.067
H -2.8336 -2.0746 -3.6501  0.081
H -2.2159 -2.7312 -5.1677  0.100
H 0.6409 -3.4000 -4.3646  0.071
H -0.4676 -4.4795 -5.2188  0.098
H 0.3322 -5.0289 -3.7473  0.087
H -3.1876 -4.3889 -2.6097  0.097
H -1.9494 -5.6330 -2.8326  0.087
H -2.7988 -4.9748 -4.2323  0.096
H 3.4678 -1.0385 -2.8004  0.086
H 3.3796 -1.8637 -4.3586  0.093
H 1.9930 -1.8985 -3.2553  0.057
H 3.9116 1.3204 -3.7117  0.090
H 3.1865 1.7340 -5.2758  0.085
H 4.2347 0.3316 -5.1349  0.093
H 0.7427 -1.0757 -5.4143  0.066
H 2.2457 -0.8127 -6.3160  0.094
H 1.1152 0.5235 -6.0690  0.093
N 2.1323 0.2452 0.1362  0.018
C 3.2876 0.9743 0.6723  -0.263
C 3.1502 2.4687 0.4396  -0.260
N 2.0863 3.0295 1.2850  -0.016
H 2.1701 -0.7292 0.4155  0.041
H 2.1665 0.2620 -0.8785  0.046
H 4.2406 0.6398 0.2459  0.113
H 3.3416 0.7921 1.7502  0.089
H 2.8871 2.6445 -0.6084  0.101
H 4.1212 2.9420 0.6200  0.114
H 1.9973 4.0257 1.1154  0.075
H 2.3906 2.9486 2.2530  0.019
C -1.6706 0.5522 6.1961  -0.238
Ge -0.0204 1.6001 6.2163  0.657
C -0.5179 3.4304 5.7164  -0.249
C 0.7844 1.6274 7.9875  -0.232
Ge 1.5318 0.6994 4.5432  0.855
C 3.1657 1.7820 4.5851  -0.385
C 3.0463 3.1775 4.5780  -0.160
C 4.1666 3.9973 4.5859  -0.078
C 5.4343 3.4316 4.5899  -0.078
C 5.5726 2.0502 4.6000  -0.073
C 4.4505 1.2323 4.5975  -0.105
C 2.0263 -1.1409 4.9725  -0.401
C 2.9381 -1.8484 4.1831  -0.169
C 3.2617 -3.1654 4.4707  -0.085
C 2.6592 -3.8092 5.5439  -0.079
C 1.7378 -3.1302 6.3268  -0.073
C 1.4226 -1.8078 6.0394  -0.117
H -2.3521 0.9484 6.9507  0.028
H -1.4977 -0.5026 6.4053  0.014
H -2.1587 0.6278 5.2232  0.017
H -1.3968 3.7238 6.2928  0.027
H -0.7686 3.5111 4.6572  0.007
H 0.2827 4.1360 5.9361  0.015
H 0.0844 2.1093 8.6720  0.027
H 1.7145 2.1948 7.9722  0.023
H 0.9961 0.6209 8.3454  0.016
H 2.0616 3.6343 4.5777  0.079
H 4.0523 5.0739 4.5953  0.107
H 6.3113 4.0656 4.5947  0.106
H 6.5602 1.6068 4.6174  0.107
H 4.5807 0.1586 4.6327  0.087
H 3.3945 -1.3705 3.3226  0.090
H 3.9826 -3.6928 3.8581  0.105
H 2.9054 -4.8393 5.7667  0.105
H 1.2634 -3.6293 7.1620  0.107
H 0.7031 -1.2944 6.6662  0.069

strongest force on any atom	0.0224	hartree/bohr
total energy	-7551.498990	a.u.
lowest unoccupied orbital energy (spin up / spin down)	-2.55 / -3.18	eV
charge	+1
2S+1	2
HOMO level (spin up / spin down)	-9.152 / -10.083	eV

***

# 2
The following is a quantum chemistry calculation of C44H67BrFeNO3P4Si as an isolated structure in a non-equilibrium geometry, from OMol25.

Last column: Löwdin charge in e.
Cartesian coordinates (Å):
Fe 0.6645 -0.5608 -0.5509  0.209
C -1.8247 -4.9144 1.8145  -0.089
C -1.4189 -3.9826 0.6779  -0.512
C -2.6615 -3.6288 -0.1418  -0.107
P -0.4897 -2.3884 1.1007  1.123
C 1.0670 -2.8833 2.0868  -0.515
C 1.6579 -4.1898 1.5584  -0.114
C 0.9698 -2.9277 3.6085  -0.097
C -1.6358 -1.5502 2.2647  -0.369
C -2.0869 -2.1545 3.4361  -0.091
C -3.0011 -1.5134 4.2544  -0.038
C -3.4474 -0.2430 3.9376  -0.040
C -2.9861 0.3737 2.7877  -0.096
C -2.1024 -0.2737 1.9310  -0.312
Si -1.6167 0.5408 0.2524  0.765
C -1.7859 2.4254 0.5568  -0.299
C -2.9787 3.1022 0.3311  -0.086
C -3.1402 4.4155 0.7404  -0.047
C -2.0859 5.0834 1.3395  -0.042
C -0.8730 4.4435 1.5144  -0.088
C -0.7186 3.1097 1.1484  -0.396
P 0.8129 2.1670 1.5107  1.117
C 0.4155 1.5125 3.2354  -0.511
C -0.3027 2.4949 4.1586  -0.080
C 1.6435 0.8952 3.8945  -0.102
C 2.2572 3.3822 1.6649  -0.504
C 2.3372 4.2001 0.3750  -0.107
C 2.3815 4.2774 2.8973  -0.087
C -3.0532 -0.1048 -0.8590  -0.295
C -4.3660 -0.0361 -0.4121  -0.087
C -5.4145 -0.4885 -1.1945  -0.038
C -5.1555 -1.0185 -2.4463  -0.038
C -3.8550 -1.1054 -2.9095  -0.089
C -2.8002 -0.6632 -2.1147  -0.398
P -1.0678 -0.6398 -2.6843  1.117
C -0.6017 -2.2782 -3.4980  -0.508
C -1.6990 -3.1329 -4.1199  -0.092
C 0.1485 -3.1261 -2.4631  -0.181
C -1.1839 0.6210 -4.0800  -0.500
C -1.9991 0.2594 -5.3160  -0.080
C -1.7235 1.9144 -3.4715  -0.105
H -2.1629 -5.8526 1.3783  0.097
H -2.6527 -4.5052 2.3831  0.074
H -0.9998 -5.1466 2.4804  0.063
H -0.7136 -4.5269 0.0364  0.089
H -3.4235 -3.1762 0.4913  0.089
H -3.0826 -4.5364 -0.5762  0.098
H -2.4402 -2.9296 -0.9489  0.035
H 1.7586 -2.0592 1.8242  0.056
H 1.0611 -5.0448 1.8630  0.073
H 2.6537 -4.3306 1.9740  0.088
H 1.7398 -4.1906 0.4724  0.060
H 0.4418 -3.8163 3.9432  0.077
H 0.4855 -2.0437 4.0143  0.060
H 1.9767 -2.9747 4.0226  0.093
H -1.7357 -3.1274 3.7283  0.089
H -3.3632 -2.0096 5.1410  0.118
H -4.1484 0.2674 4.5813  0.119
H -3.3178 1.3746 2.5533  0.104
H -3.7981 2.5966 -0.1559  0.098
H -4.0909 4.9091 0.6131  0.116
H -2.2058 6.0987 1.6797  0.117
H -0.0690 4.9817 1.9845  0.088
H -0.2881 0.7003 3.0163  0.061
H 0.3353 3.3119 4.4799  0.072
H -0.6217 1.9521 5.0470  0.089
H -1.1900 2.9107 3.6878  0.066
H 2.3823 1.6457 4.1637  0.070
H 2.1081 0.1748 3.2263  0.043
H 1.3426 0.3826 4.8064  0.088
H 3.1144 2.6986 1.6805  0.073
H 1.4344 4.7864 0.2167  0.070
H 2.4824 3.5455 -0.4817  0.038
H 3.1778 4.8908 0.4230  0.091
H 1.5655 4.9855 2.9951  0.066
H 3.2995 4.8571 2.8034  0.091
H 2.4548 3.7050 3.8149  0.058
H -4.5709 0.3796 0.5622  0.100
H -6.4281 -0.4154 -0.8307  0.118
H -5.9649 -1.3673 -3.0658  0.118
H -3.6820 -1.5166 -3.8884  0.087
H 0.1057 -1.9732 -4.2833  0.086
H -2.4691 -3.3708 -3.3905  0.072
H -1.2529 -4.0649 -4.4584  0.095
H -2.1544 -2.6539 -4.9805  0.068
H -0.5597 -3.6844 -1.8592  0.051
H 0.7738 -2.5051 -1.7893  -0.018
H 0.8078 -3.8288 -2.9677  0.084
H -0.1462 0.7705 -4.4043  0.090
H -3.0544 0.1632 -5.0836  0.072
H -1.6399 -0.6449 -5.7983  0.072
H -1.8985 1.0704 -6.0355  0.095
H -2.7896 1.8299 -3.2694  0.088
H -1.5779 2.7375 -4.1666  0.094
H -1.2231 2.1573 -2.5361  0.042
Br 2.9224 -1.5890 -3.4235  0.943
C 2.4668 0.2410 -3.4376  -0.720
C 2.9680 1.0481 -4.4451  -0.082
C 2.6445 2.3928 -4.4126  -0.015
C 1.8553 2.8702 -3.3710  -0.019
C 1.3882 1.9704 -2.4328  -0.177
N 1.6704 0.6681 -2.4706  -0.062
H 3.5725 0.6174 -5.2260  0.115
H 3.0087 3.0466 -5.1895  0.126
H 1.6001 3.9159 -3.3027  0.125
H 0.7543 2.2680 -1.6078  0.089
C 4.9709 1.4485 -1.3802  -0.066
O 3.6972 1.3036 -0.7400  -0.346
P 3.1174 -0.0419 -0.0584  0.765
O 4.2890 -1.0335 -0.5958  -0.386
C 4.3015 -2.4047 -0.2389  -0.121
O 3.5120 0.1127 1.5095  -0.381
C 4.8462 0.4212 1.9178  -0.080
H 5.7940 1.3755 -0.6690  0.091
H 4.9694 2.4434 -1.8272  0.102
H 5.1048 0.6941 -2.1563  0.084
H 5.1398 -2.8586 -0.7649  0.106
H 3.3776 -2.8894 -0.5557  0.053
H 4.4229 -2.5307 0.8373  0.091
H 4.8601 0.3707 3.0046  0.101
H 5.1186 1.4280 1.6007  0.086
H 5.5616 -0.2900 1.5024  0.093

strongest force on any atom	0.0449	hartree/bohr
total energy	-7489.468910	a.u.
lowest unoccupied orbital energy (spin up / spin down)	-6.60 / -5.41	eV
charge	+2
2S+1	2
HOMO level (spin up / spin down)	-13.054 / -12.875	eV